[1]
Density functional theory data (ωB97M-V/def2-TZVPD) for a 2-piece molecular cluster, C5H11N2 overall in a non-equilibrium geometry.

XYZ file:
```
18
Properties=species:S:1:pos:R:3:forces:R:3:mulliken_spin:R:1
H 0.120484 -1.785603 -1.277279 1.0 0.5 -0.9 0.00
H -0.569776 1.486538 -0.120685 2.2 1.2 -0.6 0.01
N 1.501097 -0.607107 -0.132627 0.5 -0.3 -0.4 0.16
H -2.310020 -2.085033 -0.332467 -0.9 1.6 0.3 0.05
C -1.462539 1.157917 0.281977 -0.6 -0.1 -0.5 0.05
H 1.807399 1.267496 -1.058239 0.4 -0.6 0.0 0.01
N -1.439963 -0.277033 0.080465 0.4 3.8 0.9 0.92
H 3.019135 -0.490047 1.374594 -1.5 1.7 -0.8 0.01
C -2.465391 -0.962153 -0.201515 0.7 -5.9 -1.2 0.54
H -2.223949 1.774412 -0.372597 0.9 -1.7 1.3 0.05
H -1.469921 1.346282 1.347414 -0.4 0.5 0.1 0.00
H -0.042123 -1.772756 0.429506 0.3 -0.5 1.3 0.03
C 0.536346 -1.381381 -0.366970 -2.3 -1.1 -0.4 0.07
H -3.344735 -0.440916 -0.156097 -2.5 0.9 -0.1 0.09
H 1.543128 0.994993 1.353583 1.8 -2.3 -0.6 0.01
H 3.338562 0.172547 -0.979071 -0.1 -0.5 -0.9 0.01
C 2.207298 0.148698 0.837319 -0.8 1.2 1.7 0.00
C 2.325617 0.371255 -0.676058 1.1 1.7 0.8 0.00
```
Positions in Å, forces in eV/Å.

## Properties
2S+1: 3
HOMO-LUMO gap (spin up / spin down), eV: 5.12 / 8.27
Calculated total energy, eV: -8328.5061
HOMO energy (spin up / spin down), eV: -9.533 / -15.337
Total charge: +1

[2]
Density functional theory data (ωB97M-V/def2-TZVPD) for a 8-piece molecular cluster, C6H30N2O7 overall in a non-equilibrium geometry.

XYZ file:
```
45
Properties=species:S:1:pos:R:3:forces:R:3:lowdin_charge:R:1
C -1.855448 1.732309 2.352565 -0.7 -1.0 -0.4 -0.06
H 0.520073 -1.477632 -2.382758 -0.1 -0.4 0.4 0.07
O 0.088512 -4.148118 0.152302 0.2 0.4 1.4 -0.06
H 3.905653 -1.229828 0.444215 -0.4 0.1 0.1 -0.02
C -0.364620 2.497833 -0.992484 1.3 -0.4 -1.9 -0.24
H 3.585896 -2.628088 -1.768821 0.0 0.5 -0.1 0.08
H -0.860641 3.424616 -1.359781 -1.1 -0.7 1.2 0.13
O 3.911158 -0.847251 1.329724 0.4 -0.1 0.6 -0.07
H 3.027838 -3.292327 -0.581391 -0.3 0.2 0.3 0.07
H 1.449295 -0.740009 -1.062640 -1.1 -0.8 0.7 0.04
H -3.595103 1.009315 0.581745 -0.4 -0.1 -0.2 0.06
H -2.714804 -1.639858 2.177507 -0.9 0.1 -0.3 0.02
H 2.302350 2.426111 1.824137 -0.3 0.3 -0.4 0.04
C -1.925570 2.358154 0.931802 0.5 -2.1 -0.1 -0.38
H -1.530360 -2.545735 2.052493 -0.1 0.1 0.0 0.01
H -1.422047 1.161563 -2.291436 -0.1 -0.7 -0.1 0.10
H -1.222201 0.832877 2.403540 0.6 0.6 -0.3 0.06
N -0.757401 1.815032 0.203929 -0.1 2.8 1.4 -0.08
O 3.077538 -2.409815 -0.976235 0.3 -1.1 -0.3 -0.06
H -1.562111 2.459190 3.086363 0.2 0.1 0.5 0.07
C -3.200605 1.913171 0.136767 1.0 1.7 0.3 -0.04
H 0.651343 2.976881 -0.978855 -0.1 -0.9 0.4 0.11
H -1.832689 3.454064 1.005717 -0.1 -0.4 -0.2 0.13
O 4.155488 0.172330 -1.398866 -0.3 0.2 -0.3 -0.06
H 0.556087 -3.458440 0.659464 0.1 0.1 -0.8 0.06
H -3.187304 -3.303463 -0.889344 0.3 0.0 -0.1 0.04
H 4.294140 0.742136 -0.633371 0.0 -0.1 0.1 0.04
H 1.578656 0.946216 -2.207195 -0.3 0.5 -0.1 0.08
H -2.768582 1.203268 2.662076 -0.4 0.9 0.0 0.07
O 1.975043 1.547314 2.000314 0.6 -1.0 0.6 -0.04
H -2.913480 1.779170 -0.910413 -0.2 -0.2 0.2 0.05
N 0.647512 0.584605 -2.369365 -0.8 -1.0 0.5 -0.11
H -3.865376 2.778166 0.143101 -0.7 -0.5 0.2 0.07
C 0.503428 -0.691072 -1.622700 1.1 1.1 -1.7 -0.11
H 1.200030 1.341835 1.476861 -0.4 0.8 -0.3 0.00
H -0.322261 -4.583932 0.917758 -0.2 -0.5 -0.5 0.06
C -0.422529 1.554998 -2.210484 1.9 1.7 -0.8 -0.25
O -1.856829 -1.784691 2.548584 0.9 -0.2 0.1 -0.04
H -0.246402 2.184884 -3.089072 -0.6 0.3 -0.1 0.11
H -0.460398 -0.698915 -1.129809 0.2 -0.3 0.7 0.07
H 3.116842 -0.332100 1.520341 0.1 0.0 -0.3 0.00
H 3.314063 -0.272810 -1.224841 0.4 0.1 0.0 -0.03
H -1.726213 -3.804409 -0.582766 0.4 0.2 -0.3 -0.01
O -2.644046 -3.852060 -0.317683 -0.7 -0.1 0.5 -0.06
H -0.603903 0.844514 0.369003 0.0 -0.4 -0.6 0.08
```
Positions in Å, forces in eV/Å.

## Properties
SMILES string: CNCCNC(C)C.O.O.O.O.O.O.O
HOMO-LUMO gap, eV: 8.16
Calculated total energy, eV: -24019.6382
HOMO energy, eV: -8.133

[3]
Density functional theory data (ωB97M-V/def2-TZVPD) for C21H19BrN4O2OsS5 as an isolated structure.

XYZ file:
```
53
Properties=species:S:1:pos:R:3:forces:R:3:mulliken_spin:R:1
C -1.083764 4.794741 -4.062203 0.0 0.0 -0.1 0.00
C 1.046386 -1.425729 5.291020 -0.2 -0.2 -0.2 0.00
H -1.059267 7.722822 -2.370332 0.0 0.0 0.0 0.00
N -1.149344 -3.063994 -1.933923 0.1 0.0 0.1 0.00
H -1.630348 -5.865595 -3.476313 0.0 0.0 0.0 0.00
H -1.150244 -3.831204 6.197074 0.0 0.0 0.0 0.00
C -1.095842 -5.359320 -2.672556 0.0 0.1 -0.1 0.00
H -1.174309 6.162128 -0.466356 0.0 0.0 0.0 0.00
H -1.076862 4.407777 -5.073013 0.0 0.0 0.0 0.00
C -1.063934 3.545142 -0.495888 0.1 -0.2 0.1 -0.01
C -0.955448 -3.895352 -2.952975 0.1 0.1 0.0 0.00
H -0.099346 -2.440559 2.281606 0.0 -0.1 0.0 -0.01
C 1.668090 -0.526717 3.007856 -0.2 0.1 0.5 0.03
O 2.144377 -1.101012 1.858620 -0.5 0.1 -0.4 0.15
H -1.162854 2.847445 -3.177973 0.0 0.0 0.0 0.00
H -1.437823 -3.941000 3.738041 0.0 0.0 0.0 0.00
S -1.086309 -0.706000 -0.739007 0.5 0.0 0.5 0.15
N 0.542973 0.904396 1.396449 -0.4 0.6 0.3 -0.02
C -0.732297 -3.246028 4.173310 -0.1 -0.1 -0.1 0.00
C 0.010458 -2.405579 3.360324 0.1 0.0 0.1 0.02
C -1.130744 4.397252 -1.687732 0.0 0.2 -0.1 0.00
N -0.631763 -1.205020 -3.312052 0.1 0.1 0.1 0.00
C -1.084079 6.655614 -2.549024 0.0 0.1 0.0 0.00
C -1.147767 5.779828 -1.479944 0.0 -0.1 0.0 0.00
C -0.222464 2.538304 -0.237906 0.1 -0.1 -0.6 0.00
H 1.944242 -0.588719 6.761973 0.0 0.0 0.0 0.00
S 4.717821 -0.678700 -1.414373 -0.2 -0.2 0.0 0.37
Os 1.093963 -0.717942 0.182657 0.3 -0.7 -0.4 2.38
S 3.968446 0.394559 0.021937 -0.1 -0.1 -0.3 0.63
H -1.710368 3.838234 0.327641 0.1 0.0 0.1 0.00
C -1.120415 3.912118 -2.994026 -0.1 0.0 0.0 0.00
C -0.095194 1.982418 1.091454 0.1 -0.2 0.3 0.02
O 1.889397 -0.478071 5.808436 0.1 0.0 0.0 0.00
H -0.412787 -4.078483 -5.039448 0.0 0.0 0.0 0.00
C -0.463884 -2.041520 -4.335493 0.0 -0.1 0.0 0.00
N 0.733636 0.581468 2.680918 -0.1 -0.3 0.2 0.00
H -0.990878 6.842187 -4.687555 0.0 0.0 0.0 0.00
H -0.211825 -1.578510 -5.283625 0.0 -0.1 0.0 0.00
H 2.492236 -0.089775 3.585115 0.0 -0.1 -0.1 0.01
C -0.930570 -1.766319 -2.147930 -0.2 -0.3 -0.3 0.04
H -0.519720 2.577143 1.897643 0.0 0.0 0.0 0.00
S 1.958540 -2.536385 -0.937065 -0.2 0.0 0.4 0.15
S 3.159139 -1.751602 -2.372199 0.3 0.5 -0.2 0.04
C -0.573909 -3.183561 5.549576 0.0 0.0 0.0 0.00
Br 1.035566 1.916374 -1.538202 -0.1 0.4 0.1 0.04
C 0.906152 -1.499212 3.906939 0.3 0.3 0.0 -0.01
H 0.493709 1.247093 3.399982 0.0 0.1 -0.1 0.00
H 0.430872 -2.217147 7.185390 0.0 0.0 0.0 0.00
C -0.588800 -3.410364 -4.207928 0.0 0.0 0.1 0.00
H -0.100066 -5.801482 -2.593488 0.0 0.0 0.0 0.00
H -1.612861 -5.500458 -1.727297 0.0 0.0 0.0 0.00
C 0.314124 -2.279501 6.108056 0.0 0.1 0.1 0.00
C -1.044033 6.163831 -3.846185 0.0 0.0 0.0 0.00
```
Positions in Å, forces in eV/Å.

## Properties
2S+1: 5
HOMO-LUMO gap (spin up / spin down), eV: 7.14 / 6.65
Calculated total energy, eV: -158824.8799
HOMO energy (spin up / spin down), eV: -7.490 / -8.168

[4]
Density functional theory data (ωB97M-V/def2-TZVPD) for C4H9IrO4 as an isolated structure in a non-equilibrium geometry.

XYZ file:
```
18
Properties=species:S:1:pos:R:3:forces:R:3:mulliken_spin:R:1
O 1.454530 0.269986 1.489227 -0.2 -1.5 1.6 0.47
H 0.664659 -0.064356 -0.861534 -0.3 -0.6 0.6 -0.01
C -0.930029 1.385992 -0.269079 -1.7 -0.8 -0.3 0.21
O 0.075630 2.223369 -0.360942 -1.9 1.2 -0.6 0.29
H -0.534802 -0.599038 0.644036 0.9 0.0 -0.5 0.01
O -1.086176 -0.964813 -1.339796 2.1 2.2 1.6 0.37
H -2.788104 -1.912513 -1.891683 0.2 0.2 0.3 0.00
C -0.300637 -0.216281 -0.364509 -3.3 -2.5 -2.5 0.15
H -3.006924 -0.618652 -0.664196 0.1 -0.1 0.0 0.02
H -1.639963 1.409480 -1.111819 0.2 0.3 0.3 0.00
H -1.432237 1.341217 0.716038 0.2 0.1 -0.3 0.03
H 2.885489 -1.088143 0.871612 -0.1 0.6 0.1 0.03
Ir 1.746071 1.728646 0.314313 2.4 3.7 -1.8 3.07
H 3.337943 -0.060958 2.279011 -0.3 0.2 -0.6 0.03
C -2.364961 -1.450353 -0.992099 -0.5 -0.4 0.3 0.00
O 3.391068 0.868869 0.429904 0.7 0.1 0.2 0.32
C 2.810917 -0.059881 1.296717 1.6 -2.9 1.9 -0.02
H -2.282474 -2.192563 -0.185195 0.0 0.2 -0.1 0.02
```
Positions in Å, forces in eV/Å.

## Properties
2S+1: 6
HOMO-LUMO gap (spin up / spin down), eV: 10.03 / 5.82
Calculated total energy, eV: -15306.3554
HOMO energy (spin up / spin down), eV: -12.779 / -14.279
Total charge: +1

[5]
Density functional theory data (ωB97M-V/def2-TZVPD) for the molecule C3H6BrNS in a non-equilibrium geometry.

XYZ file:
```
12
Properties=species:S:1:pos:R:3:forces:R:3:lowdin_charge:R:1
Br -2.826118 -0.587186 0.109400 0.8 0.1 -0.2 0.52
S -0.615908 1.794111 -0.263879 -0.4 -1.9 -0.2 0.80
H -1.379154 0.087582 -1.773753 0.8 -1.0 0.3 0.03
H 1.873143 0.572824 -0.519556 -0.2 -0.5 -0.6 0.10
C 1.266438 0.158907 0.278986 -1.9 -0.3 -0.2 -0.27
H 1.932657 -0.118693 1.050082 0.7 -1.2 0.7 0.09
H 0.450040 -1.568712 -1.055516 -0.4 1.2 1.8 0.14
C 0.106689 -0.890241 -0.156057 1.3 -0.1 -3.8 -0.24
H 0.048250 0.919053 1.660214 -0.1 0.1 0.5 0.06
C -1.059784 -0.055016 -0.728526 -1.0 2.4 0.6 -0.84
H -0.330959 -1.570692 0.550939 0.4 0.0 0.9 0.06
N 0.534709 1.258060 0.847669 -0.1 1.1 0.2 -0.45
```
Positions in Å, forces in eV/Å.

## Properties
SMILES string: Br[C@@H]1CCNS1
HOMO-LUMO gap, eV: 9.71
Calculated total energy, eV: -85574.9539
HOMO energy, eV: -8.902

[6]
Density functional theory data (ωB97M-V/def2-TZVPD) for C28H45BrCuN2P2 as an isolated structure in a non-equilibrium geometry.

XYZ file:
```
79
Properties=species:S:1:pos:R:3:forces:R:3:mulliken_spin:R:1
H 1.599575 -0.820779 2.390476 0.1 -0.2 0.0 0.00
C 2.959334 -2.132106 3.510205 0.4 0.0 0.2 0.03
C -1.870454 -0.285530 4.366945 -0.1 0.3 0.2 0.04
C -1.565695 3.035594 1.381575 0.0 0.0 0.0 0.00
H -2.110425 2.093707 1.278706 0.0 0.0 -0.1 0.00
H 3.753491 -1.433531 3.211661 -0.3 -0.2 0.1 0.00
H 5.033230 -2.788636 0.857986 0.0 0.0 -0.2 0.00
H 3.059594 3.041849 -1.685494 -0.3 -0.2 0.0 0.00
H 3.290303 1.529271 0.691807 0.0 0.1 0.2 0.00
H -1.087411 -0.646700 2.358206 0.2 -0.1 0.2 0.02
H -0.040808 2.199267 2.650972 0.0 0.0 -0.1 0.00
C -2.085990 1.161088 -2.627995 0.4 0.8 -1.4 0.00
H 1.833996 3.171073 -2.944279 0.1 -0.2 0.2 0.00
C 1.675116 -1.868030 2.710116 -0.3 0.4 0.4 0.05
H -0.775023 -1.260732 -2.456520 0.2 0.5 0.2 0.00
C -1.616707 0.765293 -3.874017 -0.8 0.5 0.7 0.00
H -4.580960 -1.003839 0.597034 -0.1 0.4 0.2 0.00
H 1.640916 -2.503774 1.812945 -0.3 0.2 0.2 0.03
H -2.115956 -1.950364 2.991750 0.5 0.1 0.1 0.00
H 2.181890 1.595462 -2.211191 -0.1 0.2 0.0 0.00
C -2.322992 1.003896 -5.139737 -0.2 1.6 -0.6 0.00
H -0.013256 2.870167 -1.459320 0.2 0.2 -0.1 0.00
H 3.585277 3.911028 0.261705 -0.2 -0.1 0.2 0.00
H -2.520779 2.169612 -2.496887 -0.7 -1.0 -0.3 0.00
C 3.106966 3.624560 1.206635 0.2 0.3 -0.1 0.00
H 0.614379 -4.577004 3.402344 -0.1 0.4 -0.1 -0.01
H -1.094480 0.397108 4.743665 -0.2 -0.3 -0.1 0.00
P 0.912595 1.814531 0.475652 -0.1 2.1 0.0 0.00
H 6.085334 -2.952342 -0.561972 -0.6 0.5 0.1 0.00
C -0.282064 -3.943375 3.303250 0.2 -0.5 1.0 0.05
C -1.987127 0.368138 -6.349438 0.2 -0.4 0.1 0.00
H 3.876055 3.725839 1.984455 -0.2 -0.1 -0.2 0.00
C -4.144475 2.038463 -6.377317 0.4 0.0 0.5 0.00
C 4.757052 -1.152640 -0.544712 0.4 0.2 0.0 0.00
H -2.297125 -3.930912 4.199674 0.1 -0.1 0.0 0.00
C -1.333212 -1.221285 3.266133 -0.2 0.4 0.3 0.06
C -1.636173 -2.025501 -0.691393 -0.1 0.2 -0.5 0.00
H -1.780179 -5.490792 3.552166 0.1 0.2 0.0 0.00
H -0.543641 -3.893290 2.235058 0.1 0.3 0.1 0.04
H -1.155541 -0.333367 -6.426701 -0.1 0.2 0.2 0.00
H -2.560901 0.067428 -8.448940 0.1 0.2 0.6 0.00
H 2.511826 1.847271 2.244391 0.1 -0.1 -0.1 0.00
Br -3.096709 -3.536348 1.054562 -0.8 -1.1 0.7 0.00
H -2.305841 -0.838925 5.212509 0.3 0.1 -0.3 0.00
H 1.054306 4.009235 -0.616289 0.0 -0.3 -0.1 0.00
C -2.761908 0.571073 -7.492082 -0.5 0.5 0.2 0.00
H 5.179129 -0.797085 -1.506222 -0.3 -0.3 0.4 0.00
H -0.981602 -2.888031 -0.624570 -0.1 0.0 -0.3 0.00
H 2.339732 4.371782 1.427699 0.1 -0.1 0.0 0.00
C -3.291700 0.229210 -0.654981 -0.3 0.3 0.3 0.00
Cu 0.224121 -0.168296 -0.640966 0.7 0.7 1.0 0.01
C 5.078152 -2.634821 -0.224850 0.1 -0.3 -0.1 0.00
H -3.747498 2.408054 -4.291126 0.0 0.0 -0.1 0.00
H -3.925824 1.133630 -0.589633 0.4 -0.7 -0.2 0.00
H 4.352873 -3.312169 -0.691307 0.2 0.2 0.0 0.00
C -2.836126 -2.058840 -0.002599 1.1 1.6 -0.1 0.00
C -1.437555 -4.601628 4.089422 0.0 0.2 0.0 0.01
C 3.310336 -0.907403 -0.573323 -2.4 -0.1 -0.2 0.00
H 3.348706 -3.145126 3.337678 -0.3 0.3 0.2 0.00
H -5.021934 2.704936 -6.404207 0.5 -0.4 -0.1 0.00
N -3.820714 1.393448 -7.499468 0.1 -0.1 0.0 0.00
C -3.653323 -0.914099 0.054161 0.5 -0.4 -0.6 0.00
C -0.099131 2.776681 1.715981 0.1 -0.1 0.3 0.00
C -1.318252 -0.949299 -1.561253 -2.0 -0.5 0.2 0.00
H 5.185485 -0.501983 0.233370 -0.1 -0.1 -0.3 0.00
C 0.973328 2.975831 -0.988777 -0.5 -0.2 0.5 0.00
P 0.157427 -2.197826 3.730580 -0.5 -1.2 -1.9 0.69
H 0.400814 3.729797 1.956819 0.0 -0.3 -0.3 0.00
H -1.129957 -4.939485 5.086012 0.0 0.2 -0.2 0.00
H -1.657282 3.594133 0.446034 -0.1 0.0 0.1 0.00
H 2.795826 -1.988306 4.589701 0.2 -0.1 -0.4 -0.01
H -2.676178 0.340611 3.962506 0.2 -0.2 0.0 0.00
C 2.580088 2.189517 1.204152 0.0 -0.8 0.1 0.00
N 2.145535 -0.801350 -0.614510 3.0 -0.6 -0.1 0.00
H -0.734467 0.146935 -3.972668 -0.4 -0.9 0.2 0.00
H -2.042961 3.620306 2.182169 0.2 -0.2 -0.3 0.00
C -2.193048 0.213016 -1.541757 1.5 -1.3 -0.2 0.00
C -3.423340 1.888508 -5.184242 -0.1 -0.5 -0.5 0.00
C 2.073937 2.668199 -1.998121 0.2 0.1 -0.4 0.00
```
Positions in Å, forces in eV/Å.

## Properties
2S+1: 2
HOMO-LUMO gap (spin up / spin down), eV: 6.90 / 3.89
Calculated total energy, eV: -165989.4946
HOMO energy (spin up / spin down), eV: -12.700 / -12.699
Total charge: +2